[1]
The following is a DFT calculation (wB97M-V/def2-TZVPD) of a cluster of 2 separate species, CH2FI in total.

Cartesian coordinates (Å):
I (-1.7766, -2.5556, -0.0109)
F (-0.6437, 1.1893, 0.0304)
C (0.5138, 0.5777, 0.0089)
H (0.8526, 0.2473, -0.9605)
H (1.0539, 0.5412, 0.9321)

* frontier orbital gap (alpha / beta): 10.19 / 5.56 eV


[2]
The following is a DFT calculation (wB97M-V/def2-TZVPD) of an isolated molecule of CH2FN in a non-equilibrium geometry.

Cartesian coordinates (Å):
F (1.7471, 0.3369, 0.0429)
N (0.6202, -0.5733, -0.0226)
C (-0.4787, -0.0116, 0.0425)
H (-1.4856, -0.8568, 0.0116)
H (-0.4030, 1.1049, -0.0744)

* frontier orbital gap (alpha / beta): 7.25 / 8.12 eV
* spin multiplicity: 3


[3]
The following is a DFT calculation (wB97M-V/def2-TZVPD) of a cluster of 2 separate species, CH2FNO2 in total in a non-equilibrium geometry.

Cartesian coordinates (Å):
F (-0.9473, 1.3048, -0.5379)
O (1.3075, -1.0411, 0.3690)
O (0.8920, -0.1793, -1.6628)
N (0.7435, -0.2697, -0.4410)
C (-0.2508, 0.5145, 0.2674)
H (-1.8529, -1.0986, 0.6787)
H (0.1080, 0.7693, 1.3267)

* frontier orbital gap (alpha / beta): 9.37 / 9.25 eV


[4]
The following is a DFT calculation (wB97M-V/def2-TZVPD) of a cluster of 2 separate species, CH2FNO2 in total in a non-equilibrium geometry.

Cartesian coordinates (Å):
F (0.7352, -1.7164, 0.4520)
O (-1.4714, -0.2940, -0.8845)
O (-1.2547, 1.0663, 0.7711)
N (-0.8297, 0.2940, -0.0554)
C (0.6033, 0.1072, -0.0513)
H (1.0826, 0.0048, -1.0173)
H (1.1347, 0.5382, 0.7855)

* frontier orbital gap: 10.10 eV


[5]
The following is a DFT calculation (wB97M-V/def2-TZVPD) of a cluster of 2 separate species, CH2FNO2 in total in a non-equilibrium geometry.

Cartesian coordinates (Å):
F (-1.4854, 1.4870, 1.1407)
O (-0.7080, 2.3170, -1.3376)
O (0.1317, -1.0412, 0.5905)
N (-0.2746, 1.2717, 0.6297)
C (-0.0854, 1.5105, -0.7003)
H (-0.6408, -1.3222, 1.0882)
H (0.8033, 0.9625, -1.0462)

* frontier orbital gap (alpha / beta): 11.61 / 7.80 eV
* spin multiplicity: 3


[6]
The following is a DFT calculation (wB97M-V/def2-TZVPD) of a structure of composition CH2FNO3S in a non-equilibrium geometry.

Cartesian coordinates (Å):
S (-0.4112, -0.1422, 0.7383)
F (0.8744, -0.2585, 1.6607)
O (1.1238, -1.3410, -1.1989)
O (-1.2649, 0.9347, 1.3313)
O (-0.9358, -1.4169, 0.7071)
N (-0.0143, 0.5619, -0.5225)
C (0.7706, -0.2037, -1.2772)
H (1.3142, 0.3987, -2.0967)
H (-1.4568, 1.4670, 0.6579)

* frontier orbital gap: 10.40 eV


[7]
The following is a DFT calculation (wB97M-V/def2-TZVPD) of an isolated molecule of CH2FNO3S in a non-equilibrium geometry.

Cartesian coordinates (Å):
S (-1.0764, 0.4301, -0.1082)
F (-1.5705, -0.1890, 1.3169)
O (-1.5430, -0.4026, -1.1013)
O (0.4332, -1.8336, 0.0995)
O (-1.3954, 1.8038, -0.0590)
N (0.6079, 0.3858, -0.0878)
C (1.1229, -0.8608, 0.0299)
H (1.1033, 1.5327, -0.2494)
H (2.3180, -0.8664, 0.1594)

* frontier orbital gap (alpha / beta): 5.92 / 7.97 eV
* spin multiplicity: 3


[8]
The following is a DFT calculation (wB97M-V/def2-TZVPD) of a cluster of 2 separate species, CH2FNOS in total in a non-equilibrium geometry.

Cartesian coordinates (Å):
S (1.0263, -0.2126, 0.9309)
F (-1.7741, -1.2115, -2.1445)
O (-1.9477, -2.3095, 0.3460)
N (-0.2526, -0.7140, -0.1664)
C (-1.2480, -1.5279, -0.1083)
H (-0.1312, -0.3468, -1.0706)
H (0.7710, 1.2025, 0.6972)

* frontier orbital gap: 9.67 eV


[9]
The following is a DFT calculation (wB97M-V/def2-TZVPD) of a structure of composition CH2FNOS in a non-equilibrium geometry.

Cartesian coordinates (Å):
S (-0.0358, 1.6721, 0.6093)
F (0.7252, -1.6800, -1.3412)
O (-0.8834, -1.4722, 0.6757)
N (0.4612, 0.5125, -0.5013)
C (0.3003, -0.7727, -0.5229)
H (1.1342, 0.9346, -1.0527)
H (-1.2515, -0.6229, 0.7698)

* frontier orbital gap (alpha / beta): 6.72 / 7.61 eV
* spin multiplicity: 3


[10]
The following is a DFT calculation (wB97M-V/def2-TZVPD) of a structure of composition CH2FO3S3 in a non-equilibrium geometry.

Cartesian coordinates (Å):
S (1.2709, 1.5139, -0.5789)
S (-1.2736, 0.1590, -0.1680)
S (1.1619, -1.8372, -0.0202)
F (0.3406, -0.1813, -2.3403)
O (-2.0745, 1.0144, -1.0129)
O (-0.8849, 0.7773, 1.1053)
O (-1.7616, -1.2008, -0.0402)
C (0.3792, 0.1052, -1.0435)
H (0.4793, 1.5530, 0.5284)
H (-0.1165, -2.0911, 0.2004)

* frontier orbital gap: 8.26 eV
* total charge: -1


[11]
The following is a DFT calculation (wB97M-V/def2-TZVPD) of a cluster of 2 separate species, CH2FPS in total in a non-equilibrium geometry.

Cartesian coordinates (Å):
S (0.2984, -1.1137, 2.0662)
P (0.9239, 0.5548, -0.3271)
F (-0.1352, 1.6066, -0.9715)
C (-0.1928, -0.1294, 0.8379)
H (-1.2427, 0.1487, 0.7661)
H (0.3484, -1.0671, -2.3715)

* frontier orbital gap (alpha / beta): 7.63 / 6.97 eV


[12]
The following is a DFT calculation (wB97M-V/def2-TZVPD) of an isolated molecule of CH2FPS2 in a non-equilibrium geometry.

Cartesian coordinates (Å):
S (-0.0389, -1.3387, 0.2018)
S (3.0594, -0.1733, -0.4897)
P (-1.4966, 0.1094, 0.5833)
F (1.0196, 1.3416, 0.1754)
C (1.5899, 0.2023, -0.0906)
H (-1.5949, 0.6403, -0.7117)
H (-2.5385, -0.7816, 0.3315)

* frontier orbital gap: 8.39 eV
* SMILES: FC(=S)SP


[13]
The following is a DFT calculation (wB97M-V/def2-TZVPD) of a cluster of 2 separate species, CH2FPSi in total in a non-equilibrium geometry.

Cartesian coordinates (Å):
P (3.0190, 0.6529, 0.5665)
Si (-3.2214, 0.9919, -0.6352)
F (2.7472, -2.0131, -0.3785)
C (2.8090, -0.8367, 0.1494)
H (-1.8371, 1.3127, -0.0953)
H (-3.5168, -0.1076, 0.3931)

* frontier orbital gap: 7.76 eV


[14]
The following is a DFT calculation (wB97M-V/def2-TZVPD) of a structure of composition CH2GaLiO in a non-equilibrium geometry.

Cartesian coordinates (Å):
Ga (0.8124, 0.9528, -1.3960)
O (0.7265, -0.0284, 0.2422)
C (-0.3794, -0.5059, 0.7086)
Li (1.0166, -1.3778, 1.3211)
H (-1.1914, 0.2648, 0.6706)
H (-0.9847, 0.6944, -1.5464)

* frontier orbital gap (alpha / beta): 5.95 / 7.94 eV
* total charge: +2


[15]
The following is a DFT calculation (wB97M-V/def2-TZVPD) of a cluster of 2 separate species, CH2I2 in total in a non-equilibrium geometry.

Cartesian coordinates (Å):
I (-2.9613, -0.6926, -0.0166)
I (1.8178, -1.2395, -0.0167)
C (0.7291, 0.4877, -0.0497)
H (-0.0208, 0.6201, -0.8456)
H (0.4352, 0.8243, 0.9285)

* frontier orbital gap (alpha / beta): 9.13 / 5.36 eV


[16]
The following is a DFT calculation (wB97M-V/def2-TZVPD) of a structure of composition CH2I2S in a non-equilibrium geometry.

Cartesian coordinates (Å):
I (2.7102, 0.2708, 0.4652)
I (0.0725, -2.0040, -0.3309)
S (1.0899, 1.9203, 0.5724)
C (-0.9803, -0.1968, -0.2671)
H (-1.3036, 0.1254, 0.6471)
H (-1.5888, -0.1157, -1.0867)

* frontier orbital gap (alpha / beta): 6.22 / 5.78 eV


[17]
The following is a DFT calculation (wB97M-V/def2-TZVPD) of a structure of composition CH2I2S3.

Cartesian coordinates (Å):
I (-2.2615, -1.3826, -1.0632)
I (0.3668, -0.2484, -3.2308)
S (0.3483, 1.3558, 2.1782)
S (0.9348, -0.8716, -0.1731)
S (0.1409, -0.6289, 1.6826)
C (-0.4141, -0.2617, -1.2312)
H (1.5277, 1.2713, 2.8006)
H (-0.6429, 0.7661, -0.9631)

* frontier orbital gap: 9.01 eV


[18]
The following is a DFT calculation (wB97M-V/def2-TZVPD) of an isolated molecule of CH2INO in a non-equilibrium geometry.

Cartesian coordinates (Å):
I (0.5156, -1.4024, -1.7279)
O (0.6948, 1.4602, -0.6693)
N (-0.3033, -0.0737, 0.7378)
C (0.4149, 0.3148, -0.3467)
H (-0.4953, 0.7209, 1.3780)
H (-0.8267, -1.0198, 0.6282)

* frontier orbital gap: 10.07 eV
* SMILES: NC(=O)I


[19]
The following is a DFT calculation (wB97M-V/def2-TZVPD) of a structure of composition CH2INO2S in a non-equilibrium geometry.

Cartesian coordinates (Å):
I (2.7055, -1.3670, 0.1368)
S (2.3331, 0.9313, -0.5230)
O (0.2692, -0.0941, -0.3925)
O (2.4821, 1.7043, 0.6889)
N (-0.8759, 0.2363, -0.1253)
C (-1.9570, -0.3418, 0.0177)
H (-2.2379, -1.3995, -0.0112)
H (-2.7192, 0.3306, 0.2086)

* frontier orbital gap (alpha / beta): 7.21 / 8.62 eV


[20]
The following is a DFT calculation (wB97M-V/def2-TZVPD) of a cluster of 2 separate species, CH2INS in total in a non-equilibrium geometry.

Cartesian coordinates (Å):
I (-0.4799, 0.2106, 2.9385)
S (1.0259, 1.0076, 1.2828)
N (0.1764, 0.8777, -1.0206)
C (-0.0864, -0.3149, -1.0116)
H (-0.1625, -1.0634, -0.1629)
H (-0.4734, -0.7177, -2.0262)

* frontier orbital gap (alpha / beta): 6.82 / 6.82 eV


E for the records above, in order: -11884.614, -5268.541, -9364.292, -9366.545, -9365.269, -22252.152, -22247.800, -18157.151, -18153.308, -42435.717, -23907.312, -34743.939, -20948.083, -55673.702, -17267.928, -28102.646, -49776.415, -12707.664, -25585.641, -21492.234 eV
Relative energy (zero: lowest compared OMol25 entry of this formula, charge and spin) for the records above, in order: 44.17, 72.74, 136.21, 84.26, 8.07, 50.50, 33.34, 54.76, 40.05, 31.15, 79.04, 32.96, 66.01, 89.15, 54.86, 65.00, 0.00, 9.75, 38.36, 58.96 kcal/mol